(1)
C52H140CaF3N34O24S | ωB97M-V/def2-TZVPD

The value obtained for the total energy is -7108.72871 Ha. For the HOMO energy, the calculation gives -9.3 eV. The molar mass is 1755.05 u. As for the orbital gap: 7.565 eV. Its max |F| is 5.3 eV Å⁻¹. The value obtained for the energy relative to the best compared isomer or geometry (same formula, charge and spin) is 0.0 kcal per mole.

ORCA input file:
```
! wB97M-V def2-TZVPD RIJCOSX def2/J DEFGRID3
* xyz 1 1
Ca 3.89311 3.24559 0.92281
C 0.09687 -0.00887 0.43331
F -0.65927 0.93837 0.98892
F 0.54570 -0.86628 1.32776
F -0.64081 -0.67051 -0.45184
S 1.48712 0.72232 -0.32217
O 0.93218 1.70001 -1.18011
O 2.22971 1.32226 0.73788
O 2.19116 -0.41443 -0.84706
C 0.41670 -5.78857 4.58326
C 0.77141 -4.55266 3.75402
C 2.03578 -3.86342 4.27884
C 2.88648 -3.28235 3.14765
C 3.33056 -4.35540 2.08302
C 2.24602 -5.35029 1.72529
N 0.95110 -4.85531 2.24057
O -0.14402 -5.66971 1.82303
C 2.04690 -5.22965 0.16937
C 2.54811 -6.70286 2.25840
C -0.39139 -3.53155 3.88441
H 1.20482 -6.49611 4.46657
H -0.57928 -6.21455 4.44829
H 0.41620 -5.53339 5.65706
H 1.78656 -2.95432 4.86308
H 2.72102 -4.45733 4.88215
H 3.77727 -2.80355 3.58094
H 2.41763 -2.57229 2.49268
H 4.25866 -4.84046 2.40488
H 3.54493 -3.74325 1.19960
H 1.94754 -4.16821 -0.08998
H 2.97155 -5.53757 -0.32275
H 1.25911 -5.87590 -0.20917
H 3.49066 -7.02934 1.81229
H 2.76291 -6.64115 3.32195
H 1.71400 -7.38554 2.09798
H -0.69761 -3.47981 4.94711
H -1.24933 -3.74872 3.23197
H 0.04242 -2.55761 3.57657
H -0.52251 -5.11651 1.13152
C -5.45123 -1.14701 0.42276
C -6.66760 -1.94383 -0.17294
C -6.22043 -3.33617 -0.73982
C -5.85626 -4.25740 0.47687
C -7.02695 -4.41116 1.41577
C -7.53920 -3.06039 1.97194
N -7.79890 -2.14051 0.83181
O -8.02313 -0.76898 1.34359
C -8.94899 -3.22810 2.52118
C -6.66063 -2.46549 3.07382
C -7.26901 -1.17491 -1.36009
H -5.83067 -0.47249 1.20226
H -4.93845 -0.55462 -0.31158
H -4.76547 -1.84846 0.92556
H -7.04453 -3.80390 -1.29687
H -5.42743 -3.20015 -1.49635
H -4.96249 -3.90623 1.00580
H -5.58829 -5.25088 0.17730
H -6.62107 -4.95524 2.26860
H -7.79246 -5.04071 0.94743
H -9.32167 -2.25175 2.85437
H -9.71600 -3.54515 1.81957
H -9.01818 -3.90453 3.36433
H -5.74393 -2.04257 2.63833
H -7.19577 -1.68423 3.66968
H -6.39573 -3.31497 3.72133
H -7.49801 -0.15418 -1.05281
H -8.18299 -1.63438 -1.72480
H -6.59265 -1.17567 -2.20447
H -8.91963 -0.60284 1.04396
C -3.56643 0.31410 7.29435
C -3.42024 0.68205 5.83657
C -4.75956 0.61329 5.12208
C -4.76959 1.36309 3.74413
C -4.27736 2.81818 3.88778
C -2.83554 2.86519 4.46132
N -2.88540 2.07953 5.73460
O -1.56755 2.09758 6.38508
C -1.91138 2.29073 3.42484
C -2.42526 4.31783 4.71796
C -2.42736 -0.29699 5.17857
H -4.11158 -0.65228 7.32261
H -4.22128 0.97855 7.87547
H -2.57776 0.20053 7.76076
H -5.05076 -0.42590 5.03757
H -5.52224 1.08390 5.77617
H -5.82084 1.39960 3.39619
H -4.19880 0.76212 3.07726
H -4.98361 3.40971 4.46365
H -4.10982 3.25724 2.90774
H -1.90322 2.93451 2.54346
H -0.85778 2.18164 3.75539
H -2.26309 1.32224 3.11322
H -2.50472 4.88918 3.78417
H -3.11717 4.78507 5.42763
H -1.39956 4.44304 5.12786
H -2.69729 -1.31235 5.51821
H -1.36279 -0.23442 5.37845
H -2.57108 -0.34920 4.12138
H -1.16702 1.63047 5.66710
C 0.22784 -4.32102 -2.90989
C -0.90152 -3.71282 -3.75439
C -0.60647 -3.68840 -5.25112
C -1.84585 -3.46334 -6.20513
C -2.85237 -4.59456 -5.96277
C -3.19821 -4.66370 -4.48659
N -2.01398 -4.75224 -3.63718
O -2.43556 -4.85530 -2.24010
C -4.12283 -3.49835 -4.07450
C -4.04045 -5.93641 -4.21918
C -1.32836 -2.34151 -3.25500
H 1.17700 -3.74570 -3.04536
H 0.40117 -5.35385 -3.19501
H 0.03471 -4.30919 -1.84632
H 0.14843 -2.93289 -5.44409
H -0.16621 -4.68765 -5.45469
H -1.48702 -3.20692 -7.23152
H -2.36327 -2.52588 -5.97426
H -2.36140 -5.54899 -6.27747
H -3.71316 -4.51726 -6.61119
H -4.23510 -3.43327 -2.99524
H -3.68403 -2.55746 -4.39080
H -5.09532 -3.58251 -4.55779
H -4.81556 -6.01445 -4.98874
H -3.44477 -6.82663 -4.38006
H -4.52269 -5.92393 -3.21306
H -1.72948 -2.29517 -2.22206
H -2.03162 -1.93223 -3.97370
H -0.47388 -1.65712 -3.25575
H -2.35064 -5.80179 -2.07643
O -1.42902 -3.74330 0.24400
H -1.93179 -3.85929 -0.56462
H -1.71917 -2.94097 0.70098
O 2.15166 2.28206 -4.08235
H 2.44107 3.20142 -4.02144
H 2.07396 2.02810 -3.14415
C 3.05549 5.45652 -5.37299
O 2.56461 5.20308 -4.25740
N 3.43722 6.74954 -5.57644
N 3.41744 4.53085 -6.32509
H 3.84419 7.12676 -6.43157
H 2.85380 7.46708 -5.16079
H 3.82939 4.75088 -7.21329
H 3.27045 3.53105 -6.25536
C -5.21201 2.21059 -0.91308
O -4.11152 1.78921 -1.13091
N -5.49774 2.66587 0.35726
N -6.09499 2.27274 -1.94372
H -6.46134 2.74304 0.65342
H -4.85826 2.35821 1.07371
H -6.93910 2.80139 -2.05186
H -5.87335 1.89604 -2.87944
C 6.83061 1.90471 4.45593
O 6.48282 2.70329 5.35883
N 7.08903 0.69817 4.77570
N 6.77761 2.32246 3.22246
H 7.52305 0.00131 4.22729
H 7.31713 0.67963 5.75538
H 6.62682 1.66419 2.46947
H 6.14682 3.09871 3.03668
C 4.93330 1.89425 -1.99624
O 3.98737 2.31993 -1.39058
N 5.14444 0.56549 -2.22853
N 5.77106 2.87850 -2.44563
H 5.82110 0.06963 -2.77166
H 4.46604 0.03465 -1.68277
H 6.71508 2.58168 -2.68026
H 5.49248 3.68159 -1.86095
C 3.44218 1.79842 4.05267
O 3.49062 2.66233 3.16624
N 3.61725 0.53070 3.67638
N 3.26526 2.12858 5.34811
H 3.75690 0.41080 2.67245
H 3.55732 -0.34102 4.14814
H 3.77103 1.45235 5.90703
H 3.47947 3.09504 5.54449
C 4.65533 5.57043 3.94508
O 4.96392 5.18910 2.81456
N 5.23142 5.07145 4.96570
N 3.73795 6.50906 4.06576
H 5.25627 5.32107 5.92105
H 5.92184 4.37498 4.75043
H 3.18832 6.78668 3.27714
H 3.33521 6.65502 4.97554
C 7.18210 4.36612 0.57436
O 6.14852 3.62943 0.56261
N 8.27992 4.14406 1.35473
N 7.25092 5.27670 -0.40355
H 9.09579 4.70449 1.21911
H 8.29011 3.59067 2.18517
H 7.86639 6.08081 -0.37437
H 6.34225 5.38655 -0.84864
C 4.92595 -2.82362 -2.22173
O 5.42898 -2.53978 -1.12684
N 3.76326 -2.46706 -2.74886
N 5.66912 -3.59405 -3.03731
H 3.59715 -2.36662 -3.73097
H 3.06118 -2.02740 -2.15381
H 6.39275 -4.15216 -2.59965
H 5.15584 -4.19926 -3.61322
C 5.44563 -0.15379 0.97298
O 5.34700 1.05912 1.13041
N 6.70748 -0.70078 0.76128
N 4.37534 -0.93350 1.08089
H 6.83056 -1.51313 0.19834
H 7.40272 0.00310 0.71010
H 4.46221 -1.90955 0.83017
H 3.52028 -0.42212 0.77175
C -1.24372 4.37411 -2.39158
O -2.04130 5.16333 -2.88247
N 0.00607 4.66784 -2.66197
N -1.67371 3.49940 -1.47220
H 0.13861 5.06180 -3.58471
H 0.59881 3.90075 -2.41241
H -2.69343 3.35225 -1.61347
H -1.37844 2.52315 -1.33254
C 4.48742 -0.06418 -5.90304
O 3.52676 -0.77520 -5.65070
N 4.43859 1.21648 -5.52858
N 5.62506 -0.58199 -6.44940
H 3.78741 1.37018 -4.77103
H 5.21570 1.87030 -5.60519
H 6.21578 0.02315 -7.01155
H 5.33663 -1.39300 -6.95418
C 4.02251 6.47627 -0.80770
O 4.40997 5.31921 -0.87649
N 3.19987 7.00402 -1.71203
N 4.35429 7.18499 0.24989
H 2.67327 7.84495 -1.56678
H 2.81253 6.38632 -2.42416
H 4.77342 6.69835 1.02929
H 3.68703 7.84461 0.55236
C 0.89344 4.68667 1.51031
O 1.81435 4.40748 0.74407
N 1.06489 4.89273 2.83010
N -0.26356 4.98134 0.93329
H 0.25989 5.12438 3.38563
H 1.69820 4.30805 3.34948
H -1.22484 5.06515 1.25742
H -0.21409 4.65905 -0.02186
C -4.97035 0.66924 -4.95810
O -6.00914 1.07512 -4.49602
N -3.95443 0.52969 -4.09431
N -4.82849 0.26209 -6.24476
H -4.05560 1.06685 -3.25865
H -3.09733 0.01582 -4.32244
H -3.89756 0.01974 -6.58737
H -5.66803 0.18142 -6.75634
C -0.99681 0.49011 -5.95069
O -2.01791 0.09795 -6.41292
N 0.14932 -0.14846 -6.21450
N -0.93390 1.58918 -5.17705
H 0.85807 0.03066 -5.53060
H -0.05388 -1.12545 -6.38386
H -1.80110 2.01456 -4.90914
H -0.08328 1.74533 -4.68371
*
```

(2)
C30H60O30 | ωB97M-V/def2-TZVPD

The value obtained for the total energy is -3436.35014 Ha. For the HOMO energy, the calculation gives -10.7 eV. The molar mass is 900.78 u. As for the orbital gap: 11.243 eV. Its max |F| is 2.0 eV Å⁻¹. Its SMILES is COC(=O)OC.COC(=O)OC.COC(=O)OC.COC(=O)OC.COC(=O)OC.COC(=O)OC.COC(=O)OC.COC(=O)OC.COC(=O)OC.COC(=O)OC. The value obtained for the energy relative to the best compared isomer or geometry (same formula, charge and spin) is 0.0 kcal per mole.

ORCA input file:
```
! wB97M-V def2-TZVPD RIJCOSX def2/J DEFGRID3
* xyz 0 1
C -2.16451 1.59971 -2.33712
O -3.18582 2.58717 -2.57086
C -4.38245 2.27305 -2.11068
O -4.65681 1.37196 -1.36200
O -5.26729 3.13890 -2.60564
C -6.61099 2.86932 -2.31956
H -2.19091 1.23096 -1.31858
H -1.22506 2.10282 -2.52425
H -2.30790 0.75839 -3.01612
H -6.91906 3.01787 -1.27958
H -6.89985 1.84708 -2.57250
H -7.22827 3.55252 -2.90045
C -4.19819 -0.90856 1.14224
O -4.02444 -1.74615 2.28397
C -3.08046 -1.37839 3.15688
O -2.36443 -0.41284 3.02267
O -3.14956 -2.21210 4.16990
C -2.33187 -2.02123 5.34149
H -4.72559 0.01488 1.37677
H -4.78581 -1.49500 0.44212
H -3.24461 -0.65423 0.67844
H -1.33151 -1.79125 5.00015
H -2.32728 -2.91541 5.94892
H -2.82447 -1.19724 5.85210
C 1.68108 3.14208 -2.72507
O 1.53039 3.86426 -3.95188
C 1.68547 3.14509 -5.05249
O 1.76439 1.94514 -5.10525
O 1.73984 3.96470 -6.09880
C 2.01081 3.35490 -7.34231
H 1.32750 3.79019 -1.92400
H 2.72498 2.93880 -2.48233
H 1.07030 2.24631 -2.75002
H 2.05142 4.10754 -8.12302
H 1.24044 2.62477 -7.59521
H 2.95872 2.81369 -7.35922
C 2.20281 -9.06518 -4.07321
O 1.91629 -7.67736 -4.17095
C 1.28417 -7.16438 -3.11641
O 0.78348 -7.80215 -2.23460
O 1.29319 -5.83977 -3.22145
C 0.54822 -5.08129 -2.24635
H 1.28987 -9.66014 -4.04485
H 2.81307 -9.25236 -3.19020
H 2.75694 -9.39268 -4.94931
H 1.26810 -4.64334 -1.55766
H -0.19609 -5.63969 -1.69065
H 0.12692 -4.29936 -2.87162
C 5.06491 -1.00612 3.04177
O 4.18713 -0.31140 2.15201
C 3.90928 0.97469 2.30012
O 3.22476 1.55713 1.49826
O 4.42775 1.44292 3.43371
C 4.28196 2.82186 3.71969
H 5.93252 -0.38657 3.26104
H 5.40015 -1.89550 2.51580
H 4.55027 -1.30924 3.95150
H 4.56556 3.48015 2.90295
H 4.91553 3.03082 4.58191
H 3.27076 3.02180 4.08231
C 0.77462 0.63562 9.18176
O 1.42078 0.71984 7.91334
C 0.63548 0.53515 6.85262
O -0.50806 0.15590 6.89289
O 1.34215 0.78308 5.77107
C 0.78500 0.46494 4.50099
H 0.17600 -0.26719 9.29298
H 0.12812 1.49538 9.35573
H 1.58149 0.62166 9.90923
H -0.24570 0.84029 4.43836
H 0.66910 -0.60591 4.34443
H 1.32543 1.06547 3.77922
C -1.10638 0.39849 -6.43733
O -1.54124 1.65093 -6.94636
C -1.23061 1.89702 -8.20305
O -0.58084 1.18075 -8.91479
O -1.73551 3.08093 -8.54061
C -1.34987 3.62950 -9.79538
H -0.01800 0.32049 -6.47962
H -1.47843 -0.43343 -7.04080
H -1.46955 0.32214 -5.42006
H -2.22123 4.15033 -10.18648
H -1.04576 2.85607 -10.49669
H -0.54266 4.35199 -9.67574
C 1.51414 4.23788 1.91596
O 0.31968 3.82132 2.53941
C -0.78661 3.74641 1.80706
O -0.90026 4.08167 0.66085
O -1.73245 3.27263 2.59822
C -2.99530 3.00752 2.01629
H 2.34819 3.91837 2.52612
H 1.56176 5.32349 1.83112
H 1.68283 3.74996 0.95641
H -2.89835 2.22506 1.26752
H -3.42813 3.90191 1.57049
H -3.66505 2.61375 2.77356
C 0.67739 -4.19840 6.84371
O 0.05035 -4.00800 5.58172
C 0.75687 -3.52189 4.57480
O 1.93604 -3.26743 4.57140
O -0.07630 -3.36629 3.55066
C 0.46842 -3.00022 2.28681
H 0.85090 -3.24301 7.33906
H 1.65003 -4.67516 6.70205
H 0.05472 -4.85493 7.43914
H 1.31693 -2.33510 2.46337
H -0.33274 -2.53486 1.73261
H 0.92793 -3.86354 1.80365
C 0.31805 0.36612 1.16164
O 0.27894 0.60582 -0.24020
C 0.43843 -0.44495 -1.02762
O 0.66356 -1.57510 -0.68000
O 0.42499 -0.00673 -2.28866
C 0.82307 -0.90855 -3.29991
H -0.69888 0.48195 1.54647
H 0.89924 1.13268 1.66470
H 0.70416 -0.58261 1.50934
H 0.24580 -1.82534 -3.43610
H 1.86453 -1.21238 -3.16685
H 0.79701 -0.38400 -4.25302
*
```

(3)
C6H15NO2 | ωB97M-V/def2-TZVPD

The value obtained for the total energy is -442.84163 Ha. For the HOMO energy, the calculation gives -9.0 eV. The molar mass is 133.19 u. As for the orbital gap: 9.593 eV. Its max |F| is 2.3 eV Å⁻¹. Its SMILES is CCN(CC)C(C)=O.O. The value obtained for the energy relative to the best compared isomer or geometry (same formula, charge and spin) is 24.8 kcal per mole.

ORCA input file:
```
! wB97M-V def2-TZVPD RIJCOSX def2/J DEFGRID3
* xyz 0 1
C -1.69438 -1.00823 0.14921
C -0.92185 -0.14862 -0.85322
N -0.19983 0.93644 -0.26393
C -0.94474 2.16566 -0.34509
C -0.56761 3.01000 -1.61602
C 0.96026 0.81698 0.45907
C 1.50766 -0.56777 0.88500
O 1.58591 1.78843 0.85096
H -1.03778 -1.63812 0.77270
H -2.32755 -1.66543 -0.47030
H -2.34616 -0.41505 0.81248
H -0.25210 -0.93005 -1.26097
H -1.56320 0.21041 -1.68099
H -2.01816 1.89512 -0.34201
H -0.76150 2.82567 0.52455
H -0.72611 2.47949 -2.56998
H 0.48604 3.33197 -1.56336
H -1.21050 3.90614 -1.60080
H 2.56214 -0.48039 1.19650
H 1.42995 -1.36403 0.12570
H 0.90466 -0.85775 1.76187
O 2.61013 -4.47401 1.82884
H 2.22569 -4.52307 0.92438
H 2.29900 -5.29379 2.27540
*
```

> Which formula does entry 1 have?

C52H140CaF3N34O24S